Density functional theory data (ωB97M-V/def2-TZVPD) for a single C4H5NO2 molecule at a distorted geometry.

Each line ends with the natural charge from an NBO analysis.
CARTESIAN COORDINATES (ANGSTROEM)
C  -1.771  -0.684  0.095  -0.6724
C  -0.491  -0.009  -0.215  0.1729
C  0.357  1.012  0.054  0.3872
O  0.319  2.360  -0.056  -0.6447
N  1.602  0.506  0.334  -0.5640
C  1.692  -0.700  -0.104  0.3990
O  0.604  -1.250  -0.564  -0.4787
H  -1.722  -1.601  -0.491  0.2482
H  -1.854  -0.956  1.159  0.2218
H  -2.670  -0.124  -0.171  0.2382
H  1.262  2.612  0.033  0.5020
H  2.673  -1.167  -0.075  0.1904

Summary:
structure (SMILES)	Cc1ocnc1O
energy above the lowest of the compared OMol25 structures with the same formula, charge and spin	231.2	kJ/mol
spin multiplicity	1
lowest unoccupied orbital energy	0.029	Eh

Density functional theory data (ωB97M-V/def2-TZVPD) for 2 unconnected molecules or ions with the total composition C35H28F4O2P at a distorted geometry.

Each line ends with the natural charge from an NBO analysis.
CARTESIAN COORDINATES (ANGSTROEM)
F  -2.483  2.828  -4.803  -0.2988
C  -2.193  1.487  -4.670  0.3958
C  -3.243  0.582  -4.807  -0.2227
C  -2.899  -0.762  -4.651  0.3932
F  -3.913  -1.693  -4.763  -0.3010
C  -1.609  -1.198  -4.398  -0.1792
C  -0.562  -0.248  -4.143  -0.1491
C  0.719  -0.701  -3.669  0.2215
C  1.996  -0.238  -4.136  -0.1348
C  3.054  -1.183  -4.375  -0.1873
C  4.340  -0.740  -4.644  0.4070
F  5.346  -1.666  -4.818  -0.2961
C  4.672  0.609  -4.782  -0.2111
C  3.615  1.506  -4.673  0.3993
F  3.893  2.847  -4.831  -0.2975
C  2.303  1.127  -4.427  -0.1751
C  -0.882  1.115  -4.419  -0.1509
H  -4.272  0.908  -4.927  0.2817
H  -1.376  -2.264  -4.371  0.2550
H  0.720  -1.635  -3.096  0.2458
H  2.824  -2.249  -4.339  0.2541
H  5.700  0.945  -4.894  0.2823
H  1.534  1.889  -4.406  0.2335
H  -0.120  1.885  -4.378  0.2272
C  5.080  1.914  1.014  -0.6207
C  3.926  1.471  1.861  -0.0760
O  2.900  0.943  0.992  -0.5274
C  1.740  0.820  1.681  0.7581
C  0.659  0.178  0.974  -0.9901
P  -0.672  -0.202  2.007  1.5867
C  -1.701  1.176  2.562  -0.3310
C  -3.094  1.014  2.622  -0.2122
C  -3.898  2.064  3.058  -0.2214
C  -3.330  3.287  3.419  -0.1908
C  -1.942  3.441  3.385  -0.1991
C  -1.131  2.386  2.981  -0.2113
C  -1.787  -1.241  1.056  -0.3993
C  -2.098  -2.549  1.448  -0.1184
C  -2.824  -3.367  0.583  -0.2224
C  -3.268  -2.873  -0.645  -0.1993
C  -3.019  -1.545  -0.995  -0.2257
C  -2.263  -0.726  -0.159  -0.1928
C  -0.284  -1.092  3.534  -0.3093
C  -0.785  -0.671  4.775  -0.2062
C  -0.450  -1.365  5.936  -0.1946
C  0.392  -2.478  5.876  -0.1879
C  0.901  -2.892  4.641  -0.2148
C  0.573  -2.202  3.473  -0.2055
O  1.634  1.255  2.855  -0.7187
H  5.886  2.168  1.704  0.2193
H  5.405  1.135  0.324  0.2014
H  4.803  2.800  0.438  0.2044
H  4.247  0.698  2.575  0.1808
H  3.564  2.324  2.445  0.2057
H  0.795  -0.232  -0.012  0.2332
H  -3.548  0.066  2.326  0.2208
H  -4.975  1.915  3.103  0.2215
H  -3.965  4.120  3.722  0.2229
H  -1.474  4.382  3.672  0.2226
H  -0.047  2.486  3.002  0.2676
H  -1.766  -2.923  2.417  0.2300
H  -3.030  -4.394  0.879  0.2277
H  -3.810  -3.518  -1.334  0.2236
H  -3.400  -1.133  -1.926  0.2037
H  -2.036  0.302  -0.448  0.2284
H  -1.431  0.207  4.833  0.2317
H  -0.847  -1.018  6.888  0.2235
H  0.662  -3.008  6.788  0.2249
H  1.563  -3.753  4.575  0.2211
H  0.984  -2.520  2.512  0.2223

Summary:
energy above the lowest of the compared OMol25 structures with the same formula, charge and spin	197.1	kJ/mol
charge	+1
spin multiplicity	1
lowest unoccupied orbital energy	-0.256	Eh

Please write out number 1 again, unchanged.
Density functional theory data (ωB97M-V/def2-TZVPD) for a single C4H5NO2 molecule at a distorted geometry.

Each line ends with the natural charge from an NBO analysis.
CARTESIAN COORDINATES (ANGSTROEM)
C  -1.771  -0.684  0.095  -0.6724
C  -0.491  -0.009  -0.215  0.1729
C  0.357  1.012  0.054  0.3872
O  0.319  2.360  -0.056  -0.6447
N  1.602  0.506  0.334  -0.5640
C  1.692  -0.700  -0.104  0.3990
O  0.604  -1.250  -0.564  -0.4787
H  -1.722  -1.601  -0.491  0.2482
H  -1.854  -0.956  1.159  0.2218
H  -2.670  -0.124  -0.171  0.2382
H  1.262  2.612  0.033  0.5020
H  2.673  -1.167  -0.075  0.1904

Summary:
structure (SMILES)	Cc1ocnc1O
energy above the lowest of the compared OMol25 structures with the same formula, charge and spin	231.2	kJ/mol
spin multiplicity	1
lowest unoccupied orbital energy	0.029	Eh